Record 1
57
Properties=species:S:1:pos:R:3:mulliken_charge:R:1 method="wB97M-V/def2-TZVPD" e_homo_ev=-7.770 molar_mass_g_mol=464.54 homo_lumo_gap_ha=0.307 e_lumo_ev=0.588 smiles="CCOC(=O)[C@@H]([C@@H]1C=C(c2ccc(OC)cc2)Oc2ccccc21)S(=O)(=O)c1ccccc1"
C 2.205 -4.360 -0.978 -1.216
C 1.428 -3.219 -1.591 -0.204
O 0.382 -2.776 -0.666 -0.287
C -0.146 -1.629 -1.055 -0.255
C -1.162 -1.170 -0.022 -0.207
S -2.772 -0.728 -0.993 1.536
C -3.989 -2.120 -0.959 0.018
C -4.354 -2.745 -2.168 -0.253
C -5.506 -3.548 -2.211 -0.580
C -6.315 -3.690 -1.091 -0.380
C -5.979 -3.042 0.090 -0.603
C -4.842 -2.230 0.157 -0.181
O -3.490 0.352 -0.318 -0.679
O -2.404 -0.635 -2.366 -0.706
O 0.144 -1.042 -2.053 -0.549
H 3.036 -4.576 -1.646 0.393
H 2.621 -4.077 -0.009 0.303
H 1.608 -5.261 -0.869 0.314
H 2.095 -2.352 -1.768 0.300
H 0.966 -3.519 -2.548 0.308
H -1.615 -2.092 0.423 0.733
H -3.772 -2.537 -3.077 0.396
H -5.764 -4.041 -3.147 0.368
H -7.213 -4.283 -1.140 0.392
H -6.599 -3.131 0.977 0.361
H -4.645 -1.621 1.040 0.359
C 4.248 7.067 -1.318 -0.803
O 2.866 6.659 -1.426 -0.445
C 2.471 5.508 -0.814 0.939
C 1.122 5.098 -1.022 -0.722
C 0.693 3.875 -0.522 -0.496
C 1.555 3.016 0.191 0.182
C 1.108 1.691 0.626 0.803
O 2.038 1.130 1.459 -0.544
C 1.732 -0.062 2.102 0.435
C 0.513 -0.729 1.912 -0.106
C 0.192 -1.765 2.781 -0.583
C 1.089 -2.141 3.801 -0.894
C 2.298 -1.443 3.967 -0.442
C 2.629 -0.388 3.123 -0.652
C -0.581 -0.225 0.930 0.900
C -0.072 1.086 0.338 -0.905
C 2.863 3.522 0.502 -0.807
C 3.311 4.726 0.002 -0.439
H 4.325 7.965 -1.931 0.243
H 4.514 7.307 -0.281 0.312
H 4.932 6.300 -1.705 0.342
H 0.442 5.744 -1.602 0.371
H -0.334 3.531 -0.687 0.360
H -0.789 -2.238 2.700 0.379
H 0.817 -2.960 4.472 0.389
H 2.984 -1.737 4.755 0.396
H 3.526 0.208 3.263 0.478
H -1.550 -0.206 1.422 0.542
H -0.734 1.511 -0.381 0.373
H 3.549 2.952 1.115 0.375
H 4.324 5.070 0.217 0.340

---

Record 2
65
Properties=species:S:1:pos:R:3:mulliken_spin:R:1 method="wB97M-V/def2-TZVPD" e_homo_ev="-9.716 / -10.301" molar_mass_g_mol=814.08 homo_lumo_gap_ha="0.215 / 0.233" e_lumo_ev="-3.859 / -3.965" relative_energy_kcal_mol=0.0 multiplicity=4 charge=+1
Mo -0.035 -0.243 -0.388 2.798
C 1.984 -0.920 -2.778 -0.014
N 1.052 0.189 -2.449 -0.017
C 1.785 1.471 -2.306 0.004
C 2.493 1.545 -0.978 0.063
N 1.556 1.505 0.179 -0.057
C 2.396 1.272 1.384 0.037
C 0.886 2.816 0.286 0.033
C 1.563 3.904 0.827 -0.004
C 0.943 5.136 0.944 0.013
C -0.366 5.291 0.509 -0.005
C -1.036 4.219 -0.050 0.029
C -0.420 2.972 -0.172 -0.021
S -1.326 1.661 -0.929 0.016
C 0.110 0.267 -3.573 0.036
C 0.418 0.959 -4.735 -0.003
C -0.464 0.942 -5.805 0.014
C -1.643 0.217 -5.720 -0.007
C -1.941 -0.486 -4.565 0.017
C -1.065 -0.463 -3.485 -0.034
S -1.431 -1.348 -2.017 0.019
H 2.477 -0.722 -3.732 -0.001
H 1.411 -1.843 -2.853 0.004
H 2.733 -1.039 -2.002 -0.001
H 1.063 2.281 -2.401 0.011
H 2.532 1.579 -3.098 0.007
H 3.083 2.465 -0.927 0.003
H 3.185 0.714 -0.871 -0.069
H 3.307 1.872 1.345 0.003
H 2.682 0.223 1.425 0.008
H 1.842 1.530 2.279 -0.006
H 2.580 3.801 1.180 0.001
H 1.479 5.968 1.380 0.001
H -0.864 6.246 0.606 0.000
H -2.057 4.328 -0.394 -0.001
H 1.338 1.521 -4.824 -0.001
H -0.225 1.497 -6.702 0.001
H -2.334 0.203 -6.552 0.000
H -2.862 -1.049 -4.484 0.001
N 1.420 -4.032 1.301 0.007
C 2.741 -3.709 1.058 -0.003
C 3.913 -4.392 1.357 0.002
C 5.094 -3.776 1.007 -0.001
C 5.093 -2.517 0.388 0.003
C 3.921 -1.853 0.095 -0.016
C 2.708 -2.462 0.425 0.000
N 1.372 -2.059 0.270 -0.058
C 0.664 -3.020 0.835 0.043
C -0.773 -2.943 0.996 0.032
C -1.642 -3.901 1.406 0.001
S -3.235 -3.299 1.357 0.006
C -2.661 -1.812 0.784 0.047
N -1.360 -1.746 0.657 -0.002
H 1.086 -4.837 1.803 -0.001
H 3.899 -5.356 1.847 0.000
H 6.035 -4.264 1.218 0.000
H 6.037 -2.053 0.138 0.000
H 3.969 -0.878 -0.362 -0.005
H -1.437 -4.916 1.704 0.001
H -3.318 -0.996 0.533 -0.001
Cl -3.260 1.288 1.721 0.000
Ge -1.558 0.669 2.829 0.035
Cl -2.600 -0.529 4.274 -0.001
Cl -0.776 2.503 3.558 0.001
Cl 0.278 -0.525 2.903 0.032

---

Record 3
60
Properties=species:S:1:pos:R:3:mulliken_spin:R:1 method="wB97M-V/def2-TZVPD" e_homo_ev="-3.015 / -4.612" molar_mass_g_mol=734.28 homo_lumo_gap_ha="0.199 / 0.258" e_lumo_ev="2.410 / 2.407" relative_energy_kcal_mol=0.0 multiplicity=2 charge=-1
Pd 0.716 1.124 -1.951 0.499
C -0.169 -1.713 1.335 0.001
N 0.120 -0.846 0.203 0.001
P 1.303 0.376 0.175 0.007
C 2.838 -0.492 0.650 -0.001
C 3.569 -1.069 -0.389 -0.001
C 4.718 -1.799 -0.120 -0.001
C 5.152 -1.951 1.190 0.001
C 4.439 -1.369 2.229 0.000
C 3.287 -0.641 1.959 0.002
C 0.988 1.476 1.590 0.004
C 1.940 2.466 1.847 0.005
C 1.696 3.451 2.790 -0.003
C 0.493 3.464 3.486 0.005
C -0.467 2.499 3.221 -0.005
C -0.225 1.513 2.272 0.004
P -0.883 -0.544 -1.170 0.077
C -2.347 0.263 -0.398 0.018
C -2.506 1.634 -0.575 -0.004
C -3.477 2.327 0.137 -0.002
C -4.301 1.657 1.030 0.003
C -4.160 0.285 1.205 -0.002
C -3.190 -0.406 0.492 -0.013
C -1.524 -2.218 -1.539 0.042
C -0.652 -3.307 -1.513 0.020
C -1.058 -4.556 -1.963 -0.014
C -2.339 -4.731 -2.468 0.033
C -3.205 -3.649 -2.524 -0.014
C -2.800 -2.401 -2.069 0.040
H 0.767 -2.101 1.744 -0.002
H -0.771 -2.561 1.013 0.000
H -0.706 -1.201 2.137 0.000
H 3.239 -0.919 -1.411 0.002
H 5.283 -2.236 -0.934 0.000
H 6.054 -2.513 1.401 0.000
H 4.781 -1.479 3.250 0.000
H 2.736 -0.180 2.771 0.001
H 2.862 2.496 1.275 0.001
H 2.431 4.229 2.951 0.000
H 0.296 4.242 4.213 0.001
H -1.420 2.523 3.736 0.000
H -1.005 0.802 2.036 0.002
H -1.852 2.161 -1.263 -0.006
H -3.580 3.395 -0.006 -0.001
H -5.054 2.200 1.588 0.000
H -4.802 -0.246 1.897 0.000
H -3.085 -1.476 0.635 -0.001
H 0.355 -3.171 -1.134 0.006
H -0.370 -5.391 -1.924 -0.002
H -2.656 -5.703 -2.824 0.004
H -4.202 -3.773 -2.929 -0.001
H -3.479 -1.559 -2.132 0.002
Cl 2.937 2.390 -2.593 0.049
Ge 1.215 3.785 -1.653 0.023
Cl 0.944 5.066 -3.508 0.005
Cl 2.695 5.158 -0.546 0.015
Cl -1.904 1.005 -4.096 0.006
C -0.091 1.326 -3.914 0.199
H 0.054 2.310 -4.356 -0.003
H 0.371 0.580 -4.560 -0.004

---

Record 4
61
Properties=species:S:1:pos:R:3:mulliken_charge:R:1 method="wB97M-V/def2-TZVPD" e_homo_ev=-8.598 molar_mass_g_mol=529.01 homo_lumo_gap_ha=0.307 e_lumo_ev=-0.232 relative_energy_kcal_mol=1.3 smiles="C=CCN(c1ccccc1)S(=O)(=O)c1ccc(Cl)c(C(=O)OCC(=O)c2[nH]c(C)c(C(C)=O)c2C)c1"
C -3.903 -2.497 2.911 -0.892
C -3.375 -2.443 1.702 0.256
C -2.297 -3.368 1.220 -0.759
N -1.161 -2.737 0.580 0.314
C -0.256 -1.936 1.316 -0.956
C 1.102 -2.198 1.182 0.364
C 2.028 -1.410 1.841 -0.759
C 1.606 -0.354 2.632 -0.606
C 0.253 -0.097 2.773 -0.975
C -0.681 -0.882 2.118 0.244
H -1.736 -0.681 2.233 0.378
H -0.082 0.724 3.389 0.434
H 2.327 0.266 3.141 0.438
H 3.079 -1.629 1.742 0.625
H 1.413 -3.019 0.557 0.487
S -1.265 -2.385 -1.033 1.273
O 0.064 -2.205 -1.542 -0.587
O -2.111 -3.357 -1.654 -0.757
C -2.085 -0.787 -1.059 -0.110
C -1.378 0.321 -0.641 -0.511
C -2.032 1.538 -0.468 -0.144
C -3.397 1.621 -0.754 0.426
C -4.090 0.507 -1.220 -0.555
C -3.435 -0.703 -1.355 -0.396
H -3.949 -1.590 -1.692 0.544
H -5.138 0.598 -1.457 0.473
Cl -4.233 3.106 -0.569 -0.202
C -1.268 2.695 0.092 0.173
O -1.670 3.447 0.935 -0.586
O -0.054 2.746 -0.471 -0.288
C 0.900 3.675 0.043 -0.973
H 1.178 4.358 -0.767 0.335
C 2.175 2.984 0.569 0.334
O 2.718 3.446 1.555 -0.664
C 2.642 1.839 -0.158 -0.049
C 3.667 0.949 0.166 0.814
C 3.644 -0.084 -0.807 0.724
C 2.637 0.235 -1.727 0.134
N 2.063 1.378 -1.324 0.148
H 1.296 1.829 -1.796 0.257
C 2.178 -0.412 -2.979 -1.617
H 1.644 0.310 -3.594 0.418
H 3.012 -0.810 -3.549 0.429
H 1.495 -1.228 -2.743 0.208
C 4.476 -1.287 -0.734 0.710
O 5.453 -1.354 -0.016 -0.613
C 4.026 -2.478 -1.547 -1.293
H 4.334 -2.347 -2.582 0.378
H 2.947 -2.593 -1.514 0.210
H 4.513 -3.371 -1.161 0.375
C 4.608 1.081 1.300 -1.457
H 5.549 1.495 0.937 0.382
H 4.206 1.755 2.051 0.391
H 4.838 0.108 1.728 0.372
H 0.455 4.251 0.860 0.497
H -0.324 0.230 -0.434 0.690
H -1.923 -3.975 2.051 0.415
H -2.711 -4.033 0.455 0.332
H -3.732 -1.726 0.974 0.182
H -4.698 -1.839 3.217 0.292
H -3.560 -3.207 3.646 0.295

---

For the records above, the corresponding energy values read -50469.1116; -175786.1541; -157527.5784; -65990.3805 eV.